# 1
The following is a DFT calculation (ωB97M-V/def2-TZVPD) of 2 unconnected molecules or ions with the total composition C3H12N3O.

**Net charge**: -1
**Total energy**: -9823.108 eV
**HOMO-LUMO gap**: 7.39 eV
**E_HOMO**: -3.182 eV

CARTESIAN COORDINATES (ANGSTROEM)
C -0.508 1.055 1.017
O -0.068 -0.062 0.386
C 0.562 2.161 1.004
N 0.050 3.465 1.419
H -1.423 1.458 0.522
H -0.816 0.950 2.085
H 1.419 1.897 1.621
H 0.897 2.149 -0.046
H 0.785 4.143 1.557
H -0.657 3.862 0.830
N 0.059 -1.385 -1.981
C 0.100 -2.770 -1.526
N -0.247 -2.948 -0.101
H -0.789 -1.228 -2.499
H 0.043 -0.728 -1.147
H -0.608 -3.350 -2.128
H 1.109 -3.169 -1.697
H 0.433 -3.501 0.395
H -0.341 -1.999 0.288

# 2
The following is a DFT calculation (ωB97M-V/def2-TZVPD) of 2 unconnected molecules or ions with the total composition C3H12N3O.

**Net charge**: -2
**<S²>**: 0.751
**Total energy**: -9818.543 eV
**HOMO-LUMO gap (alpha / beta)**: 2.95 / 7.39 eV
**Spin multiplicity**: 2
**E_HOMO (alpha / beta)**: 4.254 / -0.214 eV

CARTESIAN COORDINATES (ANGSTROEM)
C -1.747 -0.634 0.871
N -1.240 0.734 1.063
C -1.448 1.566 -0.094
N -0.532 1.341 -1.213
H -1.899 -1.160 1.812
H -2.722 -0.592 0.362
H -0.954 -1.176 0.352
H -1.631 1.153 1.899
H -1.351 2.626 0.162
H -2.499 1.392 -0.415
H 0.178 0.570 -1.149
H -1.052 1.310 -2.075
N 3.361 -1.210 -0.253
C 1.932 -0.762 -0.031
O 1.055 -1.038 -1.003
H 3.352 -2.225 -0.198
H 3.545 -0.978 -1.228
H 1.650 -1.242 0.941
H 2.002 0.326 0.197

# 3
The following is a DFT calculation (ωB97M-V/def2-TZVPD) of 4 unconnected molecules or ions with the total composition C3H12N3O.

**Net charge**: +1
**Total energy**: -9809.265 eV
**HOMO-LUMO gap**: 4.33 eV
**E_HOMO**: -14.288 eV

CARTESIAN COORDINATES (ANGSTROEM)
C 2.703 -0.653 0.299
C 1.754 -1.519 0.674
N -1.468 -0.501 0.300
C -0.967 0.727 0.053
N -1.557 1.742 0.747
N 0.079 1.037 -0.698
H 2.342 0.358 0.090
H 3.755 -0.819 0.504
H 4.216 -0.295 -2.232
H 1.992 -2.578 0.785
H 0.687 -1.307 0.797
H -1.654 -0.495 1.312
H -1.256 2.667 0.461
H -2.482 1.723 1.154
H 0.363 0.209 -1.242
H 4.690 -0.391 -2.788
H -5.118 0.153 -0.426
H -3.625 -0.218 -0.042
O -4.453 0.158 0.253

# 4
The following is a DFT calculation (ωB97M-V/def2-TZVPD) of 2 unconnected molecules or ions with the total composition C3H12N3O.

**Net charge**: +1
**Total energy**: -9814.062 eV
**HOMO-LUMO gap**: 8.74 eV
**E_HOMO**: -11.917 eV

CARTESIAN COORDINATES (ANGSTROEM)
C 0.691 -1.072 0.902
C -0.741 -0.870 0.623
C -0.899 1.242 -0.050
N 1.512 -0.492 -0.242
N -1.224 -1.629 -0.392
N 0.455 1.778 0.136
O -1.125 0.842 -1.427
H 1.075 -2.160 0.736
H 0.953 -0.666 1.976
H -1.463 -0.823 1.427
H -1.671 1.738 0.567
H 2.476 -0.640 -0.016
H 1.389 -0.822 -1.182
H -0.815 -1.321 -1.208
H -2.205 -1.705 -0.435
H 0.541 2.530 -0.455
H 0.505 1.957 1.143
H 1.281 0.577 -0.084
H -0.735 1.536 -2.020

# 5
The following is a DFT calculation (ωB97M-V/def2-TZVPD) of 2 unconnected molecules or ions with the total composition C3H12N3OS.

**Net charge**: +1
**Total energy**: -20652.995 eV
**HOMO-LUMO gap**: 9.57 eV
**E_HOMO**: -12.994 eV

CARTESIAN COORDINATES (ANGSTROEM)
C 0.823 1.577 0.150
C -0.415 2.011 -0.595
S -0.015 3.367 -1.779
N 0.397 0.545 1.196
H 1.311 2.380 0.646
H 1.590 1.073 -0.463
H -1.147 2.289 0.176
H -0.849 1.131 -1.171
H -1.201 4.032 -1.550
H 1.161 0.147 1.726
H -0.163 -0.242 0.768
H -0.231 0.975 1.861
N -1.015 -1.813 0.462
C -0.124 -2.890 0.790
N 0.582 -3.387 -0.282
O -0.070 -3.366 1.914
H -1.363 -1.834 -0.512
H -1.814 -1.809 1.134
H 1.449 -3.850 -0.038
H 0.616 -2.843 -1.122

# 6
The following is a DFT calculation (ωB97M-V/def2-TZVPD) of 2 unconnected molecules or ions with the total composition C3H12N4.

**Total energy**: -9265.001 eV
**SMILES string**: C/N=C\N.NCN
**HOMO-LUMO gap**: 9.52 eV
**E_HOMO**: -8.634 eV

CARTESIAN COORDINATES (ANGSTROEM)
N 2.228 -0.703 1.352
C 0.806 -0.701 1.670
N 0.114 -1.961 1.912
H 2.818 -1.077 2.065
H 2.354 -1.318 0.564
H 0.704 -0.101 2.580
H 0.273 -0.174 0.864
H 0.298 -2.597 1.138
H 0.449 -2.410 2.769
C -0.188 -0.305 -1.932
N -1.855 1.454 -0.278
C -0.993 1.865 -1.287
N -0.473 1.098 -2.157
H 0.870 -0.535 -1.827
H -0.438 -0.867 -2.813
H -0.630 -0.776 -1.069
H -1.770 0.460 -0.009
H -2.061 2.090 0.468
H -0.714 2.934 -1.232

# 7
The following is a DFT calculation (ωB97M-V/def2-TZVPD) of a single C3H12N4 molecule.

**Total energy**: -9262.903 eV
**SMILES string**: CN(C)N(N)CN
**HOMO-LUMO gap**: 9.46 eV
**E_HOMO**: -8.541 eV

CARTESIAN COORDINATES (ANGSTROEM)
C 0.499 -1.383 0.515
C -0.820 1.068 -1.503
C -1.877 0.476 0.551
N 0.588 0.053 0.406
N -0.853 0.089 -0.425
N 1.677 0.437 -0.370
N 1.756 -1.723 1.451
H 1.733 0.002 -1.288
H 1.786 1.445 -0.413
H 1.592 -1.237 2.332
H 2.550 -1.228 1.040
H 0.658 -1.946 -0.408
H -0.333 -1.756 1.106
H -0.176 0.730 -2.322
H -1.817 1.206 -1.942
H -2.866 0.533 0.078
H -1.967 -0.273 1.344
H -1.666 1.451 1.013
H -0.464 2.054 -1.164

# 8
The following is a DFT calculation (ωB97M-V/def2-TZVPD) of 3 unconnected molecules or ions with the total composition C3H12N4.

**Net charge**: +2
**Total energy**: -9249.089 eV
**HOMO-LUMO gap**: 9.53 eV
**E_HOMO**: -15.247 eV

CARTESIAN COORDINATES (ANGSTROEM)
C 5.322 1.609 -0.070
C 2.518 -1.805 -0.637
C 4.610 -1.628 0.263
N 5.858 2.727 0.181
N 4.919 0.551 0.062
N -11.766 0.939 0.204
N 3.362 -1.652 0.511
H 1.787 -2.421 -0.351
H 2.076 -0.755 -0.964
H 3.041 -2.165 -1.563
H 5.286 -1.613 1.090
H 4.732 -1.775 -0.814
H 6.542 2.731 0.923
H -12.480 1.520 -0.170
H -12.161 0.208 0.866
H -11.605 0.410 -0.658
H -10.931 1.459 0.400
H 6.081 3.266 -0.631
H 2.811 -1.607 1.358

# 9
The following is a DFT calculation (ωB97M-V/def2-TZVPD) of 2 unconnected molecules or ions with the total composition C3H12N4O.

**Total energy**: -11311.705 eV
**SMILES string**: CN(C)NN.NC=O
**HOMO-LUMO gap**: 9.78 eV
**E_HOMO**: -8.988 eV

CARTESIAN COORDINATES (ANGSTROEM)
C -0.067 -1.180 1.057
C 1.401 0.723 0.914
N 0.106 0.175 0.562
N -0.930 1.097 1.058
N -2.154 1.007 0.406
H -1.094 0.912 2.054
H -2.505 0.051 0.334
H -2.015 1.314 -0.572
H 2.187 0.115 0.464
H -0.022 -1.229 2.156
H -1.028 -1.562 0.716
H 0.717 -1.819 0.653
H 1.456 1.740 0.532
H 1.564 0.747 2.002
N 0.969 -0.726 -2.188
C -0.144 0.013 -1.944
O -1.275 -0.434 -1.958
H 1.883 -0.314 -2.128
H 0.886 -1.728 -2.144
H 0.064 1.097 -1.976

# 10
The following is a DFT calculation (ωB97M-V/def2-TZVPD) of a gas-phase ion, C3H12N6 (charge +2).

**Net charge**: +2
**Total energy**: -12225.533 eV
**SMILES string**: NC1=C([NH3+])N(N)CN1[NH3+]
**HOMO-LUMO gap**: 8.75 eV
**E_HOMO**: -15.620 eV

CARTESIAN COORDINATES (ANGSTROEM)
C 0.305 0.766 0.066
C 0.678 -0.330 0.719
C -1.183 -0.845 -0.690
N -0.869 0.576 -0.731
N -0.135 -1.402 0.184
N 0.366 2.161 0.406
N 1.634 -0.437 1.698
N -1.692 1.726 -0.939
N 0.740 -2.394 -0.414
H -2.215 -1.018 -0.178
H -1.088 -1.390 -1.679
H 0.228 2.266 1.402
H 1.149 2.556 0.036
H 1.957 0.458 1.986
H 1.764 -1.180 2.398
H -2.428 1.865 -0.346
H -1.812 1.982 -1.947
H -0.442 2.529 -0.226
H 0.140 -3.158 -0.732
H 1.495 -2.665 0.260
H 1.407 -2.068 -1.274

# 11
The following is a DFT calculation (ωB97M-V/def2-TZVPD) of 2 unconnected molecules or ions with the total composition C3H12NO.

**<S²>**: 0.750
**Total energy**: -6839.103 eV
**HOMO-LUMO gap (alpha / beta)**: 4.15 / 11.36 eV
**Spin multiplicity**: 2
**E_HOMO (alpha / beta)**: -3.237 / -10.616 eV

CARTESIAN COORDINATES (ANGSTROEM)
C -0.137 -3.106 0.522
O -0.685 -1.706 0.700
H -0.746 -3.729 1.195
H 0.794 -2.935 1.070
H -0.099 -3.290 -0.544
H -0.833 -1.539 1.640
C 1.307 1.212 -0.844
C 0.055 2.089 -0.674
N -0.990 1.270 0.088
H 2.052 1.813 -1.329
H 1.134 0.269 -1.346
H 1.754 0.972 0.139
H -0.335 2.298 -1.671
H 0.234 2.999 -0.097
H -0.732 1.382 1.110
H -1.900 1.751 0.031
H -0.875 0.249 0.009

# 12
The following is a DFT calculation (ωB97M-V/def2-TZVPD) of 2 unconnected molecules or ions with the total composition C3H12NO.

**Net charge**: +1
**Total energy**: -6836.941 eV
**HOMO-LUMO gap**: 12.57 eV
**E_HOMO**: -15.880 eV

CARTESIAN COORDINATES (ANGSTROEM)
C -0.443 -0.295 0.420
C 0.699 -1.105 -0.139
C 1.613 -1.495 1.011
N -1.480 0.094 -0.667
H -0.137 0.660 0.848
H -1.030 -0.697 1.248
H 0.329 -1.998 -0.651
H 1.226 -0.532 -0.907
H 1.079 -1.903 1.868
H 2.152 -0.619 1.371
H 2.261 -2.324 0.727
H -1.343 -0.392 -1.554
H -1.283 1.112 -0.843
H -2.393 0.131 -0.221
H -1.101 3.487 -0.900
H 0.363 3.140 -0.774
O -0.514 2.737 -0.837

What did the twelfth record say?
The following is a DFT calculation (ωB97M-V/def2-TZVPD) of 2 unconnected molecules or ions with the total composition C3H12NO.

**Net charge**: +1
**Total energy**: -6836.941 eV
**HOMO-LUMO gap**: 12.57 eV
**E_HOMO**: -15.880 eV

CARTESIAN COORDINATES (ANGSTROEM)
C -0.443 -0.295 0.420
C 0.699 -1.105 -0.139
C 1.613 -1.495 1.011
N -1.480 0.094 -0.667
H -0.137 0.660 0.848
H -1.030 -0.697 1.248
H 0.329 -1.998 -0.651
H 1.226 -0.532 -0.907
H 1.079 -1.903 1.868
H 2.152 -0.619 1.371
H 2.261 -2.324 0.727
H -1.343 -0.392 -1.554
H -1.283 1.112 -0.843
H -2.393 0.131 -0.221
H -1.101 3.487 -0.900
H 0.363 3.140 -0.774
O -0.514 2.737 -0.837